Molecular formula: C72H190N18O23
Method: DFT, the ωB97M-V functional and the def2-TZVPD basis

Cartesian coordinates (Å):
C: 0.144 1.773 -2.769
O: 0.110 0.554 -2.582
N: 0.187 2.298 -4.032
N: 0.231 2.678 -1.734
H: 0.526 1.652 -4.759
H: 0.475 3.270 -4.134
H: -0.037 3.615 -1.870
H: 0.122 2.241 -0.797
C: 0.382 -0.354 0.841
O: 0.583 -0.837 1.948
N: -0.787 -0.378 0.148
N: 1.414 0.239 0.147
H: -1.610 -0.807 0.571
H: -0.794 -0.198 -0.832
H: 1.409 0.301 -0.875
H: 2.212 -0.028 0.643
C: -4.331 3.414 -1.000
O: -4.291 4.346 0.118
C: -5.609 4.842 0.417
C: -5.380 5.907 1.512
N: -5.019 5.379 2.783
C: -6.189 4.878 3.444
C: -5.824 4.343 4.809
O: -4.900 3.335 4.712
C: -4.832 2.554 5.923
H: -5.397 3.293 -1.386
H: -4.079 2.412 -0.627
H: -3.718 3.661 -1.927
H: -6.202 3.929 0.792
H: -6.086 5.167 -0.498
H: -6.305 6.393 1.793
H: -4.650 6.635 1.148
H: -4.533 4.451 2.748
H: -6.859 4.206 2.847
H: -6.732 5.852 3.507
H: -6.700 3.889 5.284
H: -5.372 5.180 5.357
H: -3.918 1.890 5.888
H: -5.790 2.095 6.130
H: -4.579 3.178 6.781
C: -3.172 -0.343 -6.398
O: -3.001 -0.059 -4.957
C: -2.967 1.385 -4.650
C: -4.434 1.929 -4.731
N: -5.229 1.309 -3.672
C: -6.614 1.129 -4.100
C: -7.459 0.601 -2.943
O: -6.980 -0.517 -2.187
C: -7.029 -1.746 -2.784
H: -2.444 0.305 -6.896
H: -4.177 -0.214 -6.745
H: -2.865 -1.356 -6.474
H: -2.266 1.845 -5.335
H: -2.749 1.394 -3.558
H: -4.846 1.771 -5.717
H: -4.303 2.998 -4.624
H: -4.839 0.330 -3.587
H: -6.734 0.511 -4.955
H: -7.036 2.106 -4.448
H: -8.505 0.368 -3.274
H: -7.509 1.373 -2.192
H: -6.250 -1.816 -3.515
H: -7.974 -2.076 -3.288
H: -6.880 -2.455 -1.955
C: 6.439 -0.724 -5.153
O: 5.766 -1.060 -3.977
C: 4.484 -0.500 -3.678
C: 4.499 0.779 -2.903
N: 5.098 1.983 -3.448
C: 4.223 2.537 -4.506
C: 4.720 3.812 -5.032
O: 3.859 4.315 -6.048
C: 2.678 4.852 -5.506
H: 6.945 0.283 -5.077
H: 5.793 -0.709 -5.964
H: 7.227 -1.444 -5.296
H: 3.973 -1.150 -3.036
H: 3.894 -0.318 -4.571
H: 4.979 0.655 -1.951
H: 3.434 0.973 -2.600
H: 5.287 2.717 -2.739
H: 3.167 2.705 -4.160
H: 4.144 1.819 -5.343
H: 5.708 3.592 -5.431
H: 4.889 4.637 -4.305
H: 2.249 5.614 -6.177
H: 2.955 5.307 -4.562
H: 1.983 4.032 -5.480
C: 5.961 -5.387 -7.906
O: 5.894 -5.717 -6.558
C: 5.267 -4.750 -5.753
C: 5.132 -5.336 -4.347
N: 4.186 -4.485 -3.633
C: 3.923 -4.872 -2.226
C: 2.538 -4.511 -1.805
O: 2.440 -3.149 -1.951
C: 1.112 -2.712 -1.716
H: 6.188 -6.318 -8.447
H: 6.736 -4.629 -8.054
H: 5.024 -4.931 -8.287
H: 4.251 -4.386 -6.131
H: 5.895 -3.796 -5.744
H: 6.132 -5.422 -3.890
H: 4.765 -6.305 -4.511
H: 4.463 -3.481 -3.717
H: 4.552 -4.297 -1.538
H: 4.085 -5.965 -2.036
H: 2.442 -4.815 -0.793
H: 1.728 -5.007 -2.317
H: 0.812 -2.852 -0.677
H: 0.467 -3.256 -2.366
H: 0.999 -1.711 -2.016
C: -5.029 -4.756 -0.039
O: -4.630 -4.583 -1.361
C: -3.437 -3.848 -1.620
C: -3.455 -3.384 -3.064
N: -3.220 -4.475 -4.049
C: -2.874 -3.964 -5.381
C: -2.256 -5.015 -6.228
O: -3.225 -5.979 -6.575
C: -2.794 -6.882 -7.519
H: -4.465 -5.610 0.444
H: -6.084 -5.152 0.024
H: -4.788 -3.886 0.601
H: -2.551 -4.380 -1.314
H: -3.548 -3.007 -0.909
H: -2.540 -2.752 -3.126
H: -4.239 -2.653 -3.261
H: -4.002 -5.115 -3.987
H: -2.130 -3.131 -5.234
H: -3.749 -3.566 -5.954
H: -1.465 -5.539 -5.671
H: -1.774 -4.671 -7.165
H: -2.268 -6.415 -8.379
H: -3.689 -7.399 -7.914
H: -2.124 -7.596 -7.057
C: 4.095 4.015 9.616
O: 3.949 3.939 8.237
C: 4.307 2.739 7.591
C: 3.870 2.905 6.149
N: 2.506 3.281 5.921
C: 1.488 2.341 6.383
C: 0.266 2.517 5.549
O: 0.006 3.885 5.612
C: -1.134 4.223 4.964
H: 3.358 4.707 9.995
H: 5.056 4.436 9.915
H: 3.840 3.083 10.113
H: 3.799 1.786 8.016
H: 5.410 2.554 7.621
H: 4.126 1.956 5.597
H: 4.461 3.687 5.657
H: 2.407 4.278 6.105
H: 1.276 2.344 7.480
H: 1.791 1.340 6.080
H: -0.613 1.983 5.889
H: 0.514 2.208 4.561
H: -1.256 5.301 4.953
H: -2.019 3.728 5.365
H: -1.124 3.902 3.936
C: -1.811 -7.995 3.336
O: -2.451 -6.762 3.359
C: -1.987 -5.945 4.366
C: -2.918 -4.700 4.212
N: -2.815 -4.038 2.939
C: -1.603 -3.280 2.718
C: -0.401 -4.041 2.234
O: -0.843 -4.486 0.984
C: -0.388 -5.720 0.467
H: -1.874 -8.425 4.336
H: -0.768 -7.971 3.133
H: -2.150 -8.560 2.476
H: -0.940 -5.701 4.222
H: -2.181 -6.360 5.389
H: -2.719 -3.984 5.076
H: -3.941 -5.070 4.301
H: -3.115 -4.577 2.117
H: -1.334 -2.896 3.717
H: -1.859 -2.457 2.008
H: -0.158 -4.931 2.898
H: 0.518 -3.450 2.238
H: 0.094 -6.244 1.318
H: 0.297 -5.555 -0.360
H: -1.294 -6.225 0.163
C: -2.634 7.608 -1.254
C: -1.370 6.776 -1.431
C: -1.031 6.189 -0.137
O: 0.141 5.406 -0.159
C: 0.149 4.501 0.932
N: -1.461 5.768 -2.496
H: -3.392 6.984 -0.729
H: -3.118 7.801 -2.271
H: -2.495 8.547 -0.716
H: -0.523 7.375 -1.783
H: -1.805 5.470 0.118
H: -1.149 6.886 0.703
H: 0.133 5.046 1.879
H: 1.035 3.868 0.849
H: -0.770 3.973 0.961
H: -2.145 5.108 -2.149
H: -1.870 6.113 -3.379
C: 3.907 -1.423 6.492
C: 3.366 -1.868 5.115
C: 2.250 -2.831 5.313
O: 2.750 -4.027 5.778
C: 1.812 -5.063 5.920
N: 2.855 -0.714 4.379
H: 4.305 -2.213 7.094
H: 3.092 -0.923 7.032
H: 4.644 -0.653 6.372
H: 4.316 -2.296 4.644
H: 1.674 -2.973 4.353
H: 1.477 -2.434 6.040
H: 2.298 -6.021 5.658
H: 0.927 -4.909 5.270
H: 1.437 -5.061 6.926
H: 3.475 0.032 4.162
H: 2.291 -1.002 3.605
C: -0.487 -1.001 7.387
C: -0.957 -1.536 6.091
C: -2.473 -1.486 5.973
O: -3.097 -2.460 6.893
C: -4.463 -2.549 6.778
N: -0.421 -0.583 5.086
H: 0.597 -1.154 7.607
H: -0.861 -1.503 8.291
H: -0.668 0.090 7.385
H: -0.649 -2.617 6.079
H: -2.728 -1.838 4.958
H: -2.868 -0.496 6.100
H: -4.734 -3.541 7.068
H: -4.814 -2.435 5.755
H: -5.086 -1.896 7.396
H: -0.415 -0.983 4.106
H: 0.616 -0.543 5.206
C: -3.221 0.772 2.459
C: -4.599 0.210 1.933
C: -4.468 -1.121 1.262
O: -3.442 -1.187 0.335
C: -3.695 -0.636 -0.923
N: -5.610 -0.011 2.938
H: -3.278 1.718 2.953
H: -2.437 0.834 1.714
H: -2.712 0.122 3.176
H: -5.050 0.854 1.198
H: -5.505 -1.337 1.009
H: -4.034 -1.773 1.991
H: -2.807 -0.725 -1.574
H: -4.046 0.426 -0.790
H: -4.526 -1.042 -1.451
H: -5.335 -0.761 3.516
H: -5.769 0.855 3.471
C: 6.365 -2.198 1.309
C: 5.059 -1.403 1.208
C: 5.303 0.061 1.673
O: 5.767 -0.025 3.144
C: 6.245 1.268 3.456
N: 4.533 -1.370 -0.136
H: 6.201 -3.270 1.020
H: 6.889 -2.246 2.263
H: 7.073 -1.764 0.552
H: 4.281 -1.955 1.839
H: 4.469 0.763 1.553
H: 6.200 0.533 1.223
H: 6.769 1.159 4.396
H: 5.516 2.071 3.568
H: 7.076 1.556 2.754
H: 5.282 -1.368 -0.795
H: 4.198 -2.276 -0.310
C: 1.169 2.262 -7.959
C: 2.192 1.567 -6.988
C: 1.888 0.072 -6.879
O: 0.685 0.030 -6.140
C: 0.170 -1.289 -5.955
N: 3.492 1.775 -7.548
H: 1.519 1.915 -8.949
H: 1.325 3.329 -7.936
H: 0.116 1.998 -7.765
H: 2.112 1.909 -5.952
H: 2.696 -0.449 -6.346
H: 1.711 -0.436 -7.894
H: -0.642 -1.224 -5.324
H: 1.043 -1.888 -5.528
H: 0.020 -1.663 -6.943
H: 3.596 2.738 -7.854
H: 3.564 1.206 -8.342
C: 4.925 4.987 1.879
C: 3.809 4.112 1.279
C: 4.270 3.477 0.012
O: 4.704 4.410 -1.043
C: 3.611 4.920 -1.783
N: 3.382 3.066 2.230
H: 5.734 4.322 2.092
H: 4.598 5.470 2.828
H: 5.210 5.674 1.111
H: 2.937 4.761 1.134
H: 3.564 2.785 -0.468
H: 5.213 2.887 0.180
H: 3.221 5.768 -1.185
H: 2.898 4.103 -1.966
H: 4.004 5.359 -2.705
H: 3.298 3.316 3.199
H: 2.410 2.843 1.983

Forces on the atoms, in the same order (eV/Å):
0.615 0.236 0.136
-0.098 0.158 0.110
0.346 0.144 -0.437
-0.052 -2.427 0.702
-0.547 0.249 0.521
-0.145 -0.459 0.125
-0.295 1.411 -0.009
0.044 0.747 -1.066
-0.173 -0.189 -1.691
-0.413 0.091 0.574
-0.416 -0.359 1.454
-1.142 0.528 -0.114
0.400 0.106 -0.266
0.207 0.266 -0.579
0.015 -0.276 0.643
2.088 -0.126 0.023
-1.333 -0.300 -0.323
-0.093 -0.344 -1.687
0.502 -1.502 1.212
-0.512 -0.402 -1.046
1.760 -3.332 0.644
-1.735 1.843 0.304
-1.026 0.847 0.024
1.478 -2.136 0.209
1.774 0.579 -0.368
1.238 0.291 0.423
0.312 0.338 -0.177
-0.397 0.099 1.459
0.483 1.412 -0.286
-0.181 0.552 -0.172
-0.418 0.727 -0.932
-0.079 -0.077 0.039
0.847 1.496 -0.824
0.681 0.050 0.354
-0.660 -0.978 0.922
-0.354 0.701 0.281
-0.424 -0.044 0.384
-1.427 0.204 -0.491
-0.083 -0.596 -0.087
-0.258 0.482 0.074
1.312 1.186 2.298
-0.264 0.692 -0.866
-2.243 -2.203 0.331
1.862 -0.216 0.215
0.506 -1.340 -0.565
-0.402 0.860 0.917
-0.953 -0.287 0.296
-0.364 1.956 0.025
-0.548 -1.743 0.038
-0.274 -0.101 -0.469
-0.592 0.238 -0.168
0.122 -0.888 -0.378
0.183 0.447 0.289
0.618 0.311 -0.858
-0.175 -0.205 -0.515
-0.497 0.538 0.336
-0.450 1.376 0.092
0.219 -0.984 -1.048
0.221 -0.536 0.630
0.725 0.244 0.028
-0.128 0.409 0.218
0.649 -0.502 -0.608
0.227 0.799 0.375
0.267 -0.089 -0.533
1.435 1.736 1.498
-0.636 -0.585 1.125
1.446 1.420 -1.297
-0.318 1.495 1.593
-0.594 0.765 -1.225
-0.840 -1.164 1.254
1.027 1.220 -0.618
0.787 0.241 -0.664
0.440 0.310 -0.858
-0.577 -0.747 -0.042
-1.306 -0.014 -1.827
0.172 -0.439 -0.090
-0.756 -1.469 0.696
-0.069 -0.360 -0.517
0.419 -0.559 0.555
0.223 -0.183 -0.349
-0.354 -0.922 -0.389
0.505 -0.337 0.250
0.304 0.390 0.416
0.055 0.320 -0.593
-0.197 -0.707 0.012
0.398 -0.186 0.125
-0.728 0.057 0.429
-0.848 -0.126 0.738
-0.081 0.278 -0.551
-0.697 -0.259 0.492
0.265 1.577 -0.024
0.465 2.164 -0.566
0.138 0.001 0.536
0.470 -0.323 -0.698
0.401 -0.502 -0.470
-0.488 1.556 0.113
0.571 -0.620 0.327
-0.014 0.511 0.009
0.236 -0.062 -0.271
0.175 -0.427 0.187
0.995 -0.917 0.243
-0.499 -0.922 0.113
-0.145 0.073 0.028
-0.802 -1.463 0.205
-0.262 -1.240 0.345
0.407 -0.263 0.049
0.068 0.889 -0.460
-0.215 -0.194 1.569
-0.188 -0.411 -0.780
-0.062 -0.025 0.126
-0.866 -0.784 -0.434
0.214 1.454 -0.121
0.613 -1.687 1.214
-0.758 -0.696 -1.050
-1.822 0.867 1.102
2.442 0.012 -0.050
-0.211 1.170 0.907
-0.499 0.799 0.355
1.013 -1.344 -0.432
-0.903 1.078 0.368
-0.263 -0.661 -1.007
-0.118 0.621 -0.383
0.874 1.107 -0.305
-0.635 -0.018 -0.310
0.477 -0.520 -0.255
0.705 0.015 -0.673
-0.297 -0.185 -0.041
-0.613 -0.416 -0.138
0.043 -0.060 -0.628
-0.712 -0.736 -0.116
0.409 0.035 0.425
0.083 0.227 0.134
-0.304 0.462 0.331
-0.207 -0.008 0.365
0.528 0.115 0.216
0.332 -0.472 -0.040
-0.272 0.205 0.498
-0.169 -0.206 -0.504
0.001 -1.124 0.299
0.748 -0.684 -0.939
0.140 -0.317 -0.292
0.356 -0.309 0.304
-0.101 0.904 1.123
0.716 0.682 0.610
-1.403 0.475 -0.834
-0.365 0.466 -0.056
0.310 -0.454 0.030
0.442 -0.411 0.068
0.558 1.546 -0.206
-0.595 0.133 0.109
-0.336 0.636 0.483
0.246 -0.071 0.261
-0.697 -0.693 0.277
0.123 0.172 -0.595
0.662 -0.248 0.458
-0.083 -0.496 0.157
-0.019 -0.247 -1.222
-0.115 0.145 0.238
-0.317 0.096 0.435
0.177 -0.188 -0.915
-0.125 -0.366 0.062
0.017 -0.731 -0.981
-1.646 1.494 1.004
0.822 -0.009 0.926
-0.254 0.355 -0.433
-0.243 0.816 1.046
0.004 -1.374 0.417
0.198 0.198 -1.129
0.080 0.528 1.422
-0.448 -0.809 -0.158
1.497 0.794 -0.088
-0.821 -0.450 0.390
0.154 -0.093 0.389
0.372 -0.051 -0.592
-0.264 -0.734 -1.160
0.018 -0.046 0.222
0.383 0.121 0.801
-0.110 0.458 -0.413
0.645 -0.431 0.560
-0.345 0.933 -0.766
-0.058 0.353 -0.448
-0.049 -0.269 -0.746
0.133 -0.218 -0.095
0.015 -0.575 -0.344
-1.444 -0.411 -1.330
0.718 1.593 -2.025
-0.497 -1.945 1.304
0.602 0.396 0.065
0.637 1.128 0.133
-0.686 -0.725 0.005
0.429 0.408 -0.090
0.797 0.081 1.284
0.051 -0.080 -0.057
-0.141 0.519 0.351
-0.866 -0.240 -0.134
0.830 0.382 -0.154
0.503 0.090 0.192
-0.325 0.036 0.004
-0.904 -1.172 -0.239
-0.201 -0.516 -0.159
0.435 0.194 0.830
-1.275 0.902 -0.379
2.457 1.196 0.370
-1.924 0.109 -0.494
0.803 -1.009 -0.075
-0.214 0.017 -0.708
-1.071 -0.796 1.188
0.198 -0.612 0.164
-0.053 -0.206 0.114
0.700 0.304 -0.206
-1.483 -0.168 -0.019
0.441 -0.023 0.466
0.869 -0.051 -0.580
-0.270 0.438 0.264
0.420 -0.084 -0.012
-0.199 -0.312 0.706
0.761 0.134 -0.251
-0.137 0.170 -0.730
1.196 0.577 2.198
-0.145 -0.126 -0.184
-0.457 -2.152 -0.010
1.925 1.552 -0.461
-1.153 -0.208 -0.352
1.252 -1.691 -1.523
-0.361 0.294 -0.900
-0.796 0.277 -0.394
-0.019 -0.476 0.423
-0.144 0.630 -0.713
-0.125 0.324 0.101
-0.178 0.629 0.334
-0.228 -0.829 0.249
0.028 0.118 -0.450
0.444 0.531 0.201
-0.560 0.490 1.139
-0.831 0.288 0.244
-0.263 -1.069 -0.361
1.340 0.827 0.563
0.545 0.357 1.276
0.297 -0.612 -1.536
-0.097 2.194 -0.197
-0.704 1.770 -0.170
-0.447 0.817 0.211
-0.207 0.320 -0.697
-0.533 -0.453 0.307
0.037 0.894 -0.294
0.164 -0.853 -0.869
-0.664 -0.955 0.953
-0.324 0.222 0.489
0.846 -0.572 -0.337
-0.781 -1.040 -0.237
0.274 -0.722 1.117
0.140 -0.822 -0.092
0.614 -0.776 -1.234
0.093 0.265 1.603
1.130 -1.117 2.289
-1.441 1.138 -2.555
1.681 -0.357 0.297
-0.163 0.554 0.080
-0.011 0.846 0.057
-0.359 0.432 0.164
-0.400 -0.392 0.614
0.830 1.215 -0.434
-0.066 -0.383 0.296
-0.491 -0.532 -0.515
0.003 0.052 0.565
-0.266 -0.209 -0.410
-0.860 0.062 0.215
0.976 0.667 -0.590
-1.331 -1.409 -0.374
0.434 -1.156 0.561
-1.365 -0.143 -1.181
-0.698 -0.024 -0.765
-0.277 0.156 0.359
4.324 0.198 -0.577
0.882 0.667 1.263
-0.683 0.144 0.221
-0.128 0.475 0.094
0.393 0.164 -0.155
0.207 0.371 -0.257
-0.074 -0.053 -0.124
0.436 0.681 1.050
-1.777 -0.077 1.207
-1.345 0.271 -0.077
-0.828 -0.734 -0.672
0.165 -0.061 0.265
0.331 -0.930 -1.424
-1.345 -0.703 0.402
-0.515 1.105 1.882
1.915 -0.510 -1.989
-0.152 -0.965 0.801
0.370 0.813 0.951
-0.774 -0.846 -1.191
0.837 -0.284 0.256
0.199 -0.130 -0.789
0.374 0.742 -0.154
0.179 0.187 -0.568
-0.265 0.073 0.407
-0.866 0.396 0.251
-0.659 -0.525 -0.502
-0.225 0.486 -0.155
-0.104 -0.290 0.150
0.338 0.727 0.462
0.537 -0.383 0.111

Output
**Multiplicity**: 1
**LUMO level**: 0.31 eV

Here are the Löwdin charges for atoms 1 to 4, given in e:
1 C -0.6368
2 O -0.0160
3 N 0.1785
4 N 0.1961